ORCA calculation (ωB97M-V with the def2-TZVPD basis set) on the molecule C3H9NO in a non-equilibrium geometry.

## Properties
HOMO energy in eV: -9.05
Total charge: 0
Kohn-Sham gap in eV: 9.96
LUMO level in eV: 0.912

Positions of all 14 atoms, in Å:
C -1.13 0.25 -0.58
C -0.02 1.08 0.07
C 1.11 0.15 0.59
H -1.87 -0.41 1.20
H -1.05 -1.59 0.32
H -0.69 -0.16 -1.47
H -1.98 0.86 -0.91
H -0.44 1.72 0.89
H 0.28 1.80 -0.70
H 1.93 0.74 1.09
H 0.67 -0.46 1.37
H 2.11 -0.21 -1.07
N -1.68 -0.77 0.27
O 1.64 -0.72 -0.39

Now the Mulliken charges, all in e: atom 1 (C): -0.65, atom 2 (C): -0.43, atom 3 (C): -0.56, atom 4 (H): 0.23, atom 5 (H): 0.30, atom 6 (H): 0.34, atom 7 (H): 0.33, atom 8 (H): 0.30, atom 9 (H): 0.30, atom 10 (H): 0.29, atom 11 (H): 0.33, atom 12 (H): 0.32, atom 13 (N): -0.60, atom 14 (O): -0.50

---

ORCA calculation (ωB97M-V with the def2-TZVPD basis set) on a cluster of 3 separate species, C18H31F7N3O9 in total.

## Properties
HOMO energy in eV: -12.27
Total charge: +1
Kohn-Sham gap in eV: 8.65
LUMO level in eV: -3.627

Positions of all 68 atoms, in Å:
C 1.47 -1.75 -4.20
O 0.14 -2.22 -4.44
C -0.70 -2.23 -3.34
N -1.98 -1.67 -3.80
C -2.78 -0.88 -3.14
N -2.60 -0.54 -1.87
C -2.50 0.88 -1.46
C -1.06 1.37 -1.58
O -0.96 2.65 -1.01
C -1.59 3.70 -1.66
C -1.25 3.85 -3.13
O -2.31 4.42 -1.05
N -3.90 -0.34 -3.78
C -5.11 -1.14 -3.76
F -4.90 -2.27 -3.09
F -5.41 -1.46 -5.03
C -6.34 -0.38 -3.19
F -7.39 -1.19 -3.26
F -6.53 0.68 -3.98
C -6.20 0.13 -1.72
F -5.59 -0.79 -0.96
F -7.40 0.37 -1.22
F -5.47 1.25 -1.69
H 2.06 -2.52 -3.69
H 1.46 -0.83 -3.62
H 1.91 -1.55 -5.17
H -0.31 -1.62 -2.52
H -0.88 -3.25 -3.00
H -2.25 -1.96 -4.73
H -1.98 -1.16 -1.36
H -2.84 0.97 -0.43
H -3.18 1.46 -2.08
H -0.38 0.72 -1.02
H -0.73 1.37 -2.63
H -1.37 4.90 -3.38
H -0.23 3.54 -3.35
H -1.95 3.28 -3.74
H -3.70 -0.03 -4.73
C 1.92 -0.77 2.65
C 1.80 -2.21 2.20
O 0.63 -2.85 2.75
C -0.52 -2.56 2.18
O -0.69 -1.85 1.21
O -1.49 -3.18 2.85
C -2.82 -2.94 2.40
H 1.91 -0.71 3.73
H 2.86 -0.35 2.29
H 1.11 -0.16 2.26
H 2.63 -2.80 2.57
H 1.78 -2.30 1.11
H -2.91 -3.15 1.33
H -3.10 -1.90 2.59
H -3.45 -3.60 2.97
C 6.66 3.02 6.78
C 6.04 1.64 6.65
O 5.39 1.46 5.38
C 6.20 1.23 4.35
O 7.40 1.11 4.39
O 5.46 1.12 3.24
C 6.22 0.92 2.05
H 5.91 3.79 6.60
H 7.06 3.15 7.79
H 7.47 3.15 6.07
H 5.25 1.50 7.38
H 6.78 0.85 6.79
H 6.89 0.07 2.15
H 6.79 1.81 1.81
H 5.49 0.72 1.27

Now the Mulliken charges, all in e: atom 1 (C): -0.68, atom 2 (O): -0.42, atom 3 (C): -0.43, atom 4 (N): -0.19, atom 5 (C): 0.07, atom 6 (N): 0.28, atom 7 (C): -0.80, atom 8 (C): -0.27, atom 9 (O): -0.38, atom 10 (C): 0.66, atom 11 (C): -0.94, atom 12 (O): -0.48, atom 13 (N): -0.12, atom 14 (C): 0.67, atom 15 (F): -0.28, atom 16 (F): -0.31, atom 17 (C): 0.71, atom 18 (F): -0.28, atom 19 (F): -0.28, atom 20 (C): 0.65, atom 21 (F): -0.25, atom 22 (F): -0.24, atom 23 (F): -0.24, atom 24 (H): 0.32, atom 25 (H): 0.29, atom 26 (H): 0.27, atom 27 (H): 0.28, atom 28 (H): 0.33, atom 29 (H): 0.35, atom 30 (H): 0.19, atom 31 (H): 0.29, atom 32 (H): 0.44, atom 33 (H): 0.14, atom 34 (H): 0.35, atom 35 (H): 0.33, atom 36 (H): 0.38, atom 37 (H): 0.23, atom 38 (H): 0.37, atom 39 (C): -0.82, atom 40 (C): -0.16, atom 41 (O): -0.36, atom 42 (C): 0.77, atom 43 (O): -0.57, atom 44 (O): -0.34, atom 45 (C): -0.58, atom 46 (H): 0.33, atom 47 (H): 0.17, atom 48 (H): 0.22, atom 49 (H): 0.30, atom 50 (H): 0.24, atom 51 (H): 0.22, atom 52 (H): 0.28, atom 53 (H): 0.26, atom 54 (C): -1.09, atom 55 (C): -0.20, atom 56 (O): -0.34, atom 57 (C): 0.75, atom 58 (O): -0.55, atom 59 (O): -0.29, atom 60 (C): -0.71, atom 61 (H): 0.29, atom 62 (H): 0.35, atom 63 (H): 0.32, atom 64 (H): 0.28, atom 65 (H): 0.32, atom 66 (H): 0.35, atom 67 (H): 0.32, atom 68 (H): 0.20

---

ORCA calculation (ωB97M-V with the def2-TZVPD basis set) on a structure of composition C5H10O3 in a non-equilibrium geometry.

## Properties
HOMO energy in eV: -9.46
Total charge: 0
Kohn-Sham gap in eV: 9.32
LUMO level in eV: -0.135

Positions of all 18 atoms, in Å:
C 2.01 -0.13 0.54
C 0.72 -0.10 -0.35
C -0.38 -1.07 0.16
C -1.44 0.00 -0.07
C -0.43 0.95 0.01
H 3.12 0.42 -0.22
H 1.57 0.97 1.61
H 2.37 -1.37 1.23
H 1.29 0.23 -1.39
H -0.13 -1.66 1.08
H 0.08 -1.90 -1.82
H -1.53 -0.06 -1.15
H -2.44 0.37 1.55
H 0.10 0.95 1.09
H -0.92 2.23 -1.52
O -0.90 -2.06 -0.76
O -2.63 0.09 0.65
O -0.46 2.15 -0.65

Now the Mulliken charges, all in e: atom 1 (C): -0.82, atom 2 (C): -0.40, atom 3 (C): 0.30, atom 4 (C): -0.43, atom 5 (C): 0.47, atom 6 (H): 0.25, atom 7 (H): 0.24, atom 8 (H): 0.23, atom 9 (H): 0.27, atom 10 (H): 0.32, atom 11 (H): 0.36, atom 12 (H): 0.31, atom 13 (H): 0.35, atom 14 (H): -0.05, atom 15 (H): 0.36, atom 16 (O): -0.64, atom 17 (O): -0.56, atom 18 (O): -0.56